This record from the OMol25 dataset describes a molecular structure, C22H31AsClIN3O7P2Sr at a distorted geometry. The level of theory is ωB97M-V/def2-TZVPD.

```
69
Properties=species:S:1:pos:R:3
Sr 0.454 -1.099 0.135
C 2.149 4.494 -0.039
C 1.279 5.146 0.814
C -0.055 4.763 0.829
C -0.465 3.738 -0.016
N 0.367 3.119 -0.854
C 1.640 3.487 -0.852
C -1.880 3.252 -0.010
C -2.951 4.129 0.134
C -4.236 3.610 0.137
C -4.401 2.244 -0.001
C -3.270 1.445 -0.136
N -2.034 1.936 -0.141
H 3.202 4.731 -0.065
H 1.632 5.926 1.475
H -0.756 5.224 1.510
H 2.297 2.940 -1.520
H -2.780 5.193 0.213
H -5.091 4.266 0.238
H -5.383 1.792 0.001
H -3.340 0.373 -0.232
O -2.851 -1.347 2.084
P -2.220 -2.344 0.956
O -3.046 -3.554 0.832
O -1.871 -1.448 -0.212
O -0.745 -2.653 1.672
P 0.283 -3.881 1.184
O 1.529 -3.405 2.123
O -0.161 -5.225 1.572
O 0.634 -3.448 -0.216
H -3.424 -1.879 2.649
H 1.784 -4.132 2.700
Cl 1.868 -1.157 5.978
C 0.841 -0.365 4.822
C -0.317 0.269 5.232
C -1.099 0.877 4.269
C -0.695 0.816 2.944
N 0.427 0.216 2.558
C 1.185 -0.371 3.482
H -0.593 0.276 6.278
H -2.022 1.373 4.535
H -1.292 1.254 2.156
H 2.093 -0.853 3.144
I 3.762 1.052 0.937
C 3.046 -0.447 -0.552
H 3.759 -1.251 -0.331
H 3.420 0.015 -1.474
C 0.961 2.305 -4.454
C 1.060 0.784 -4.408
As 0.070 0.053 -2.881
C 0.186 -1.893 -3.269
C 0.262 -2.375 -4.712
C -1.778 0.483 -3.398
C -2.198 0.344 -4.855
H 1.479 2.713 -5.324
H 1.391 2.753 -3.561
H -0.079 2.633 -4.504
H 2.098 0.467 -4.280
H 0.689 0.334 -5.333
H -0.660 -2.347 -2.747
H 1.074 -2.239 -2.731
H -0.602 -2.067 -5.302
H 0.309 -3.465 -4.740
H 1.155 -1.996 -5.214
H -1.930 1.508 -3.047
H -2.387 -0.150 -2.748
H -1.568 0.939 -5.519
H -3.228 0.683 -4.992
H -2.151 -0.690 -5.194
```

Results
E in eV: -143006.5226
Net charge: -1